Record 1
Here is a cluster of 3 separate species, C6H10O in total from the OMol25 dataset. Energies are from the ωB97M-V functional and the def2-TZVPD basis.

E_tot	-309.6205	a.u.
F_max	0.43	eV Å⁻¹
LUMO level	0.47	eV
HOMO energy	-7.698	eV
Kohn-Sham gap	8.16	eV
charge	0

Each line ends with the Löwdin charge.
Geometry (Å):
H -1.837239 1.092031 -0.440989  0.10
C -0.463084 -1.320905 0.421730  -0.12
H 0.032657 2.000547 0.091246  0.13
H 0.047038 -2.270197 0.221031  0.13
C -0.237131 -0.116375 -1.822570  -0.03
C 0.037427 -0.171933 -0.454435  -0.53
C 0.403872 0.370216 1.614435  -0.29
H -1.544195 -1.445367 0.289873  0.13
H 0.105829 0.736965 -2.401854  0.06
H -1.728413 0.709422 -1.202757  0.09
H 1.954304 -0.767209 0.514866  0.13
C -0.249763 0.997223 0.403866  -0.06
C 1.443108 0.194861 0.540737  0.01
H 0.565689 0.886966 2.554378  0.16
H 2.086481 1.031061 0.280852  0.12
O -0.191767 -0.898608 1.771958  -0.08
H -0.424813 -1.028696 -2.382366  0.06

Cartesian forces (eV/Å) of the 3 atoms listed first:
H -0.01 -0.06 -0.08
C -0.03 -0.14 -0.22
H -0.07 -0.14 0.04

Record 2
Here is a structure of composition C24H32F5NO4SSb2Tl from the OMol25 dataset. Energies are from the ωB97M-V functional and the def2-TZVPD basis.

E_tot	-2839.5782	a.u.
F_max	1.12	eV Å⁻¹
LUMO level (alpha / beta)	-6.27 / -3.81	eV
HOMO energy (alpha / beta)	-10.754 / -10.754	eV
Kohn-Sham gap (alpha / beta)	4.49 / 6.95	eV
charge	+1

Each line ends with the Löwdin charge.
Geometry (Å):
H -1.504462 0.325891 -3.733498  -0.01
C 4.441724 -1.153314 -2.688625  -0.21
H -1.448304 -2.561204 -0.695894  0.10
H 2.021107 -1.418205 -0.231663  0.10
O 0.765876 0.712252 -0.646175  -0.44
H -4.829497 5.298526 1.879203  0.12
H 1.574535 -5.216738 4.973240  0.08
F 6.208992 -2.094338 -1.508820  0.19
C -2.229364 2.380298 -0.505300  -0.24
O -0.342345 -5.448061 -1.992154  -0.28
H -0.773842 -4.968975 3.910532  0.12
H 1.497333 5.714088 2.155891  0.01
C -2.769496 5.951991 1.702034  -0.02
H 2.738552 -6.264555 4.146112  0.08
H 3.201877 3.651348 -0.848760  -0.05
C -3.665350 3.945984 0.726359  -0.03
F 3.279771 -1.377626 -3.234594  0.11
C 5.055200 -2.413419 -2.078619  -0.61
O -1.097206 -0.478527 -0.333087  0.03
C -0.305352 -5.257695 0.582105  -0.29
C 0.588454 -2.692480 -1.242691  -0.21
H 0.726990 -2.056068 0.809537  0.13
C 0.129273 -0.396479 -0.391563  -0.65
C 0.957242 -1.653100 -0.179599  -0.08
H -4.911069 2.260776 -2.225477  0.02
H -4.488212 3.263208 0.547230  0.12
H 1.237597 -6.935409 4.790155  0.09
H -4.660455 4.028301 -2.288969  0.00
C 0.980106 -5.796331 2.985868  -0.27
H -3.074635 0.785192 -4.440355  0.02
Sb 1.390662 3.170543 1.181301  1.40
H -3.051323 1.674323 -0.376748  0.09
H -2.924624 6.842791 2.297976  0.12
H 0.034013 3.782924 -1.125164  0.01
Sb -2.318253 2.732120 -2.757621  1.39
C -1.296198 4.549434 0.388462  -0.24
C -3.855280 5.071967 1.465097  -0.04
H -0.716865 6.385139 1.345837  0.12
C -0.937885 -4.943557 1.779410  -0.05
H 2.556383 -6.596854 1.769811  0.12
Tl 2.003525 1.419248 -2.485911  0.96
C -1.532754 5.693447 1.171660  -0.04
C 1.677577 -6.065903 4.295478  -0.05
H 0.680712 -2.248970 -2.242618  0.12
O -2.484930 -4.900694 -0.815922  -0.28
C -2.388089 3.615251 0.198510  -0.24
H 0.452813 4.728534 3.215271  0.00
H 0.586197 5.281061 -0.280304  0.07
C 1.578242 -6.126364 1.774512  -0.03
H 1.400437 -6.118382 -0.380890  0.11
H -1.928102 -4.502689 1.763657  0.12
H -1.259528 1.879899 -0.438390  0.03
C 1.383312 4.747046 2.648106  -0.35
H -2.982856 0.117046 -2.784468  0.02
F 4.233683 -2.905462 -1.163680  0.19
C -4.429616 3.076261 -2.766244  -0.33
H 3.052216 5.089539 0.183219  0.01
N -0.760306 -3.203158 -1.064974  -0.13
C 3.119953 4.002785 0.181779  -0.33
S -1.064508 -4.791808 -0.943686  0.61
H 4.019739 3.702081 0.721011  0.01
C -2.486716 0.743601 -3.520549  -0.32
H -4.796036 3.092156 -3.792478  0.01
C 0.945141 -5.856337 0.566318  -0.05
H 2.218394 4.597602 3.334283  0.01
C -0.290505 -5.216735 2.970590  -0.03
F 4.321838 -0.170434 -1.814043  0.05
F 5.236094 -3.308479 -3.037714  0.19
H 1.287596 -3.528237 -1.208285  0.11
C 0.020805 4.353932 -0.195023  -0.28

Cartesian forces (eV/Å) of the 3 atoms listed first:
H -0.04 -0.02 -0.01
C 0.50 -0.51 0.41
H -0.03 -0.02 0.07

Record 3
Here is a cluster of 10 separate species, C28H78N2O20 in total from the OMol25 dataset. Energies are from the ωB97M-V functional and the def2-TZVPD basis.

E_tot	-2727.4780	a.u.
F_max	4.75	eV Å⁻¹
LUMO level	0.18	eV
HOMO energy	-9.127	eV
Kohn-Sham gap	9.30	eV
charge	0

Each line ends with the Löwdin charge.
Geometry (Å):
C -3.618680 3.639141 -1.976805  -0.09
H -1.661680 1.262141 -3.193805  0.09
H 4.221320 3.096141 4.457195  0.09
C 1.985320 2.453141 2.232195  -0.23
H 2.952320 1.828141 4.494195  0.09
H -1.128680 0.822141 1.532195  0.13
O 4.364320 -0.104859 -3.838805  -0.08
O 3.108320 -2.670859 2.153195  -0.06
H -2.101680 -1.302859 -3.194805  0.11
O -1.039680 -1.294859 1.300195  -0.14
H -5.884680 0.695141 -2.810805  0.10
H -1.992680 -2.189859 3.258195  0.13
H -1.525680 -0.026859 -5.035805  0.06
O 4.588320 2.670141 -3.242805  -0.10
O -4.285680 0.406141 -1.474805  -0.19
H 0.620320 -0.730859 -0.602805  0.12
C 3.683320 2.379141 3.850195  -0.11
O -0.605680 -4.014859 1.210195  -0.04
O 1.171320 3.099141 -2.347805  -0.11
C 1.322320 -0.548859 4.199195  -0.32
C -5.703680 0.287141 -1.786805  -0.06
C 1.420320 3.575141 1.419195  -0.16
H -0.019680 -5.354859 -0.980805  0.08
O -0.135680 -1.700859 -3.213805  -0.10
H 4.351320 -2.451859 -2.742805  0.13
O 2.094320 -1.589859 4.542195  -0.05
H -0.053680 4.285141 -0.871805  0.11
C 3.267320 -0.756859 -3.060805  -0.20
C -3.736680 -0.599859 -0.702805  -0.22
H 1.379320 -4.244859 1.244195  0.11
H -3.492680 -2.634859 4.111195  0.12
O 3.054320 3.083141 2.851195  -0.17
H 4.398320 1.655141 3.564195  0.06
C 4.228320 -0.656859 1.451195  -0.20
C -0.444680 0.012141 1.107195  -0.18
H -0.880680 0.597141 5.342195  0.03
C 0.751320 -5.306859 -0.294805  -0.23
H -1.075680 -4.044859 -2.413805  0.11
H -4.551680 -0.522859 3.609195  0.13
C -1.843680 1.745141 -4.120805  -0.22
H 2.119320 3.767141 0.572195  0.13
H -5.103680 -0.137859 0.930195  0.13
H -4.216680 -1.563859 -0.927805  0.13
H 4.282320 0.871141 -3.748805  0.03
H 4.116320 -0.144859 2.346195  0.07
H 3.245320 -2.760859 -4.048805  0.13
O -3.170680 -3.711859 -2.326805  -0.06
O 2.238320 -2.913859 -2.303805  -0.08
C -1.813680 -3.256859 -2.310805  -0.23
H -4.393680 4.019141 -1.383805  0.06
O -0.079680 0.948141 5.065195  -0.04
C -1.450680 -2.184859 -3.333805  -0.24
O -2.308680 -1.097859 4.967195  -0.18
H -0.005680 -0.809859 -3.639805  0.05
H 2.640320 -1.860859 3.750195  0.08
H 1.388320 4.486141 1.974195  0.12
H 2.110320 -4.752859 -1.521805  0.01
H 2.308320 4.096141 -3.735805  0.13
H 0.841320 -3.114859 -0.043805  0.10
O 0.292320 0.668141 -4.411805  -0.09
H 2.407320 1.459141 1.721195  0.15
H 5.251320 -1.136859 1.437195  0.15
H 5.426320 2.348141 -2.824805  0.12
C 0.973320 0.136141 5.512195  -0.21
O 4.101320 0.151141 0.312195  -0.07
O -2.378680 4.064141 -1.449805  -0.24
C 3.022320 -1.608859 1.201195  -0.18
H -3.051680 0.157141 3.255195  0.13
H -1.076680 1.219141 -6.107805  0.14
H -2.470680 3.023141 0.249195  0.11
C 2.339320 3.142141 -3.233805  -0.18
H -0.543680 3.227141 1.833195  0.15
H -2.031680 -1.243859 1.092195  0.05
H -0.738680 0.399141 -1.132805  0.10
H 1.855320 0.169141 3.594195  0.07
C 3.285320 -2.277859 -3.037805  -0.23
H -3.728680 4.113141 -2.985805  0.10
C 0.631320 -4.038859 0.493195  -0.23
C 3.504320 2.812141 -2.281805  -0.17
H -0.904680 -2.671859 5.420195  0.12
C -2.841680 -1.803859 3.906195  -0.26
H -2.866680 1.795141 -4.542805  0.14
O 1.134320 1.028141 -0.371805  -0.12
H -6.087680 -0.674859 -1.859805  0.06
H 2.128320 -1.009859 1.396195  0.10
H -6.408680 0.728141 -1.111805  0.08
H -2.072680 3.700141 -4.741805  0.13
H -1.698680 -2.825859 -1.307805  0.11
C -4.050680 -0.238859 0.708195  -0.21
H -1.629680 -2.578859 -4.377805  0.14
H -0.731680 -3.161859 1.494195  -0.02
O 2.031320 -5.444859 -0.912805  -0.03
H -3.618680 0.684141 1.013195  0.11
H 3.513320 3.673141 -1.603805  0.12
H 3.211320 0.204141 0.077195  -0.02
C -1.675680 -2.033859 5.942195  -0.02
H -3.491680 2.550141 -1.906805  0.07
H 1.740320 0.726141 6.021195  0.12
H 0.788320 -0.660859 6.168195  0.09
H 3.944320 -3.032859 2.031195  0.07
H 3.319320 1.866141 -1.621805  0.13
C -1.709680 3.264141 -0.447805  -0.17
H 3.213320 -0.388859 -1.996805  0.10
C 0.013320 0.174141 -0.352805  -0.21
H -3.238680 -4.453859 -1.704805  0.10
C -1.051680 0.861141 -5.048805  -0.14
N 0.049320 3.226141 0.962195  -0.08
C -0.578680 4.123141 0.052195  -0.19
H 2.255320 -0.459859 -3.382805  0.09
C -3.600680 -0.789859 3.136195  -0.21
H -2.645680 -0.749859 -0.787805  0.11
O -1.497680 3.142141 -4.138805  -0.09
H 2.999320 -2.108859 0.113195  0.17
H -1.470680 2.394141 -1.126805  0.12
H 1.246320 2.225141 3.003195  0.12
H 2.215320 2.478141 -4.018805  0.07
H 0.861320 1.454141 -4.419805  0.07
H 0.425320 -0.054859 1.704195  0.06
H -4.248680 -1.944859 1.773195  0.15
N -3.629680 -1.119859 1.745195  -0.10
H 0.331320 3.300141 -2.841805  0.08
H 0.541320 -0.953859 3.518195  0.13
H -1.098680 -1.465859 6.617195  0.06
H 1.470320 -2.708859 -2.813805  0.04
H -2.314680 -2.668859 6.415195  0.05
H 0.864320 1.938141 -0.163805  0.03
H -0.750680 5.051141 0.476195  0.11
H 0.622320 -6.080859 0.374195  0.10

Cartesian forces (eV/Å) of the 3 atoms listed first:
C 2.38 -0.55 -0.39
H -0.57 0.35 1.47
H 0.03 0.18 0.28

Record 4
Here is an isolated molecule of C6H4N2O from the OMol25 dataset. Energies are from the ωB97M-V functional and the def2-TZVPD basis.

E_tot	-415.4798	a.u.
F_max	7.98	eV Å⁻¹
LUMO level (alpha / beta)	-0.23 / -0.86	eV
HOMO energy (alpha / beta)	-7.584 / -8.422	eV
Kohn-Sham gap (alpha / beta)	7.35 / 7.56	eV
charge	0

Each line ends with the Löwdin charge.
Geometry (Å):
O 1.484351 -0.771553 3.575261  0.03
C 0.608534 1.099516 -1.480934  -0.06
N 0.729999 -0.351181 2.739105  -0.10
C -1.074916 -0.893972 -0.183969  0.04
H -1.772270 -1.516241 0.313544  0.10
C -0.738456 0.889020 -1.624190  0.03
C -1.541658 -0.093898 -1.251736  -0.10
H -2.346513 -0.170734 -1.837986  0.07
N 0.343914 -0.464369 1.593841  0.13
H 1.813950 0.756870 0.325553  0.11
H 1.321026 1.425784 -2.187603  0.10
C 1.009031 0.492432 -0.307054  -0.04
C 0.163007 -0.401674 0.326170  -0.31

Cartesian forces (eV/Å) of the 3 atoms listed first:
O 0.68 -1.05 -0.47
C -0.78 -1.39 1.09
N -2.17 1.87 -2.07

Record 5
Here is a cluster of 2 separate species, C3H7ClOS in total from the OMol25 dataset. Energies are from the ωB97M-V functional and the def2-TZVPD basis.

E_tot	-1052.0048	a.u.
F_max	3.55	eV Å⁻¹
LUMO level	0.48	eV
HOMO energy	-8.513	eV
Kohn-Sham gap	8.99	eV
charge	0

Each line ends with the Löwdin charge.
Geometry (Å):
H -2.406055 1.617669 0.486167  -0.11
H 2.494696 -1.059862 -1.261364  0.12
H 3.072171 -0.584478 0.424466  0.06
C 2.303978 -1.144553 -0.090188  -0.64
C -1.814159 -0.209136 -0.593282  -0.59
S -2.349851 0.361137 1.077204  0.58
C 2.170661 -2.583524 0.266948  -0.18
H -1.832585 -2.127621 -0.001755  0.15
H 3.081281 -3.071993 0.093846  0.06
H 2.023664 -2.597974 1.293062  0.05
O -1.685902 -1.509721 -0.835332  -0.18
H 1.362809 -3.008670 -0.279851  0.07
Cl 0.793183 -0.306706 0.249391  0.62

Cartesian forces (eV/Å) of the 3 atoms listed first:
H -0.03 -1.00 0.88
H -0.33 0.08 2.46
H 0.28 -0.19 0.11

Question: Among the records above, which one has the highest E_tot?
Answer: C6H10O